[1]
{"formula": "C17H33BBrClF6MgNO7P", "method": "wB97M-V/def2-TZVPD", "species": ["F", "C", "C", "C", "C", "N", "C", "C", "C", "C", "C", "C", "Cl", "H", "H", "H", "H", "H", "H", "H", "H", "H", "H", "H", "H", "H", "H", "H", "H", "H", "H", "C", "C", "C", "O", "C", "O", "O", "H", "H", "H", "H", "H", "H", "F", "Mg", "C", "O", "P", "O", "O", "C", "O", "C", "H", "H", "H", "H", "H", "H", "H", "H", "H", "B", "F", "F", "F", "F", "Br"], "coordinates": [[4.0592, -2.4919, 2.3310], [3.0742, -2.9890, 1.4785], [3.0863, -2.2201, 0.1848], [2.8702, -0.6959, 0.2957], [1.9763, -0.1810, 1.4268], [2.6244, 0.2908, 2.6534], [2.2751, 1.4588, 3.0147], [1.3592, 2.0612, 2.0478], [0.9769, 0.9461, 1.0151], [-0.4905, 0.5798, 1.3089], [-0.9503, -0.7324, 0.6798], [-2.2700, -1.3064, 1.2123], [-2.6005, -0.9963, 2.9337], [2.1054, -2.9631, 1.9831], [3.2809, -4.0409, 1.2858], [2.3574, -2.6601, -0.4955], [4.0734, -2.3646, -0.2535], [3.8319, -0.1809, 0.2909], [2.3792, -0.3880, -0.6260], [1.3282, -0.9968, 1.7507], [3.2890, -0.2707, 3.2254], [2.6406, 1.9259, 3.9218], [0.5932, 2.7375, 2.4162], [2.0436, 2.7411, 1.5097], [1.1248, 1.3857, 0.0348], [-1.0977, 1.3785, 0.8786], [-0.6187, 0.6045, 2.3894], [-0.1981, -1.5193, 0.7124], [-1.1193, -0.5343, -0.3815], [-2.2245, -2.3869, 1.1088], [-3.1240, -0.9831, 0.6250], [5.8105, -0.0048, 3.4394], [6.0392, 1.4695, 3.3918], [7.2229, 1.9959, 4.1475], [6.7751, 3.3205, 4.5293], [5.4357, 3.3035, 4.6120], [4.7662, 4.1767, 5.0831], [4.9326, 2.1689, 4.0893], [5.5394, -0.3167, 4.4636], [4.9773, -0.2489, 2.7844], [6.6777, -0.5609, 3.0949], [6.0772, 1.8008, 2.3555], [8.1064, 2.0387, 3.5205], [7.4358, 1.4372, 5.0654], [7.4383, 0.9896, 1.3822], [3.4181, -1.6804, 4.9432], [-6.3188, 2.5781, -2.0709], [-6.2684, 1.6000, -3.1427], [-5.5408, 0.1931, -2.8901], [-4.1286, 0.6041, -2.8855], [-6.1335, -0.3646, -4.4118], [-7.0926, 0.0797, -5.1311], [-5.5089, -1.2714, -2.3414], [-4.6394, -2.2458, -3.0374], [-6.8919, 3.4202, -2.4450], [-6.8147, 2.1721, -1.1925], [-5.3083, 2.8965, -1.8254], [-6.5945, 0.9725, -6.0213], [-7.8964, 0.5353, -4.5526], [-7.4337, -0.7001, -5.8293], [-3.6121, -2.0582, -2.7435], [-4.7398, -2.1929, -4.1134], [-4.9682, -3.2188, -2.6877], [-4.1849, -2.1229, -6.8644], [-3.7278, -2.8894, -5.7714], [-4.1373, -2.8613, -8.0309], [-5.5496, -1.7425, -6.5982], [-3.4379, -0.9451, -6.9680], [-6.3805, 2.4633, -6.3066]], "forces_ev_per_angstrom": [[-0.041, 0.076, 0.121], [-0.389, -0.477, -0.485], [0.404, 0.349, 0.257], [0.152, 0.181, -0.095], [-1.166, -0.889, -0.874], [0.422, 0.346, -0.043], [-0.589, 0.044, 0.352], [0.862, 0.968, -1.504], [0.115, 0.826, 2.196], [0.388, -0.114, -0.739], [-0.378, 0.248, -0.127], [0.216, -0.460, -0.415], [-0.032, 0.033, 0.080], [0.083, 0.224, 0.251], [0.213, -0.022, 0.073], [-0.086, -0.093, 0.061], [-0.043, -0.092, -0.195], [0.049, 0.041, 0.187], [0.052, 0.077, -0.068], [0.244, -0.197, 0.129], [-0.467, 0.332, -0.667], [0.199, -0.110, -0.033], [-0.236, -0.349, 0.281], [-0.051, 0.225, 0.147], [0.080, -0.555, -0.298], [-0.137, 0.108, 0.265], [-0.141, -0.238, 0.039], [0.118, 0.054, 0.225], [0.067, -0.130, -0.088], [-0.118, -0.064, 0.057], [-0.070, 0.319, 0.187], [-0.281, -0.183, 0.543], [-0.143, 0.165, -0.169], [0.146, 0.051, 0.055], [-0.083, -0.118, 0.127], [0.160, 0.138, 0.040], [-0.083, -0.024, -0.052], [0.028, -0.152, 0.069], [0.262, 0.124, -0.157], [0.330, -0.221, -0.220], [0.063, 0.188, -0.164], [0.159, 0.004, -0.037], [-0.093, 0.170, -0.135], [-0.074, -0.008, -0.005], [-0.005, -0.130, -0.078], [-0.120, -0.663, 0.840], [0.156, 0.303, 0.038], [-2.377, -1.048, 2.043], [4.810, 0.204, -3.197], [-0.006, 0.179, 0.365], [0.203, 0.621, -0.749], [-1.485, -3.207, 3.179], [-2.537, 0.519, 1.315], [0.266, -0.487, 0.038], [-0.007, -0.048, -0.100], [-0.028, -0.032, -0.025], [0.040, -0.082, -0.040], [0.743, 1.582, -1.416], [0.196, 1.069, -0.559], [0.723, 0.728, -1.062], [-0.037, 0.192, 0.029], [-0.037, 0.142, -0.073], [-0.101, 0.079, 0.105], [0.176, 0.076, -0.223], [-0.066, 0.004, 0.095], [-0.048, -0.028, -0.027], [-0.360, 0.079, 0.124], [-0.038, 0.060, 0.097], [-0.173, -0.907, 0.109]], "orbital_gap_ev": 2.30, "total_energy_ha": -5448.6386, "homo_ev": -7.2, "charge": 0, "spin_multiplicity": 1}

=====

[2]
{"formula": "C17H33BN6Si2V", "method": "wB97M-V/def2-TZVPD", "species": ["H", "N", "B", "N", "C", "V", "H", "C", "H", "C", "H", "C", "H", "H", "H", "N", "N", "N", "N", "C", "C", "H", "H", "C", "C", "C", "C", "H", "H", "H", "H", "H", "C", "Si", "C", "C", "C", "Si", "C", "C", "C", "H", "H", "H", "H", "H", "H", "H", "H", "H", "H", "H", "H", "H", "H", "H", "H", "H", "H", "H"], "coordinates": [[-1.6607, -0.1520, -4.3044], [-0.5575, 0.5381, -2.6277], [1.3207, 1.6161, -1.1360], [0.7883, 0.8498, -2.3854], [1.4526, 0.7219, -3.5717], [-2.1575, 0.8795, -1.6114], [2.4809, 1.0287, -3.6453], [0.5661, 0.2941, -4.5577], [0.7651, 0.1210, -5.6015], [-0.6828, 0.1624, -3.9356], [2.0564, 2.4469, -1.6789], [-0.3235, -0.7823, 3.7585], [-1.2580, -1.1413, 4.2046], [-0.5537, -0.2157, 2.8498], [0.1656, -0.1086, 4.4695], [2.3308, 0.9654, -0.0548], [0.1679, 2.4880, -0.5146], [2.1282, -0.1676, 0.7526], [-1.2166, 2.2186, -0.5348], [3.5774, 1.4531, 0.2058], [0.3250, 3.8228, -0.2917], [3.9419, 2.3151, -0.3392], [1.3154, 4.2668, -0.3317], [4.1912, 0.6689, 1.1818], [-0.9180, 4.4146, -0.1296], [3.2433, -0.3394, 1.4835], [-1.8710, 3.3920, -0.2661], [5.1719, 0.7973, 1.6030], [-1.1323, 5.4556, 0.0282], [3.3591, -1.1596, 2.1897], [-2.9548, 3.4203, -0.2719], [0.3024, -1.5800, 3.5302], [-4.2609, -1.9014, 1.5323], [-4.0915, -0.6283, 0.1534], [-5.7397, -0.6797, -0.7353], [-3.8701, 1.0604, 0.9534], [-2.6358, -0.9294, -0.9791], [-1.5978, -2.4980, -0.7680], [-2.6345, -4.0358, -1.1665], [-0.0969, -2.5987, -1.9066], [-0.9295, -2.6876, 0.9704], [-5.2067, -1.6705, 2.0543], [-3.4448, -1.8515, 2.2722], [-4.3352, -2.9326, 1.1492], [-6.5594, -0.5857, -0.0034], [-5.8528, 0.1299, -1.4718], [-5.8782, -1.6338, -1.2657], [-2.8302, 1.3007, 1.2193], [-4.2818, 1.8799, 0.3435], [-4.4571, 1.0233, 1.8815], [-3.0297, -1.0220, -2.0473], [-3.2551, -3.8666, -2.0582], [-1.9513, -4.8785, -1.3676], [-3.2972, -4.3255, -0.3369], [0.7505, -2.0013, -1.5364], [0.2248, -3.6564, -1.9386], [-0.3163, -2.2963, -2.9424], [-0.1975, -1.9052, 1.2110], [-1.7105, -2.6971, 1.7401], [-0.4159, -3.6603, 1.0250]], "forces_ev_per_angstrom": [[0.416, 0.041, -0.178], [0.685, 0.230, 0.496], [2.875, 0.574, 1.178], [-1.008, -0.565, -1.452], [-1.480, 0.183, 1.544], [1.206, -1.267, 1.019], [0.165, -0.154, 0.069], [-1.340, -0.403, 0.078], [0.131, -0.060, 0.033], [1.241, 0.457, -0.130], [-0.429, -0.382, 0.464], [-1.311, 1.725, 0.563], [0.206, 0.015, -0.066], [0.087, -0.082, 0.093], [-0.088, -0.173, -0.139], [-0.945, -1.145, 0.010], [-1.350, 1.049, -0.436], [-0.123, 0.398, -0.365], [1.056, -0.181, -0.160], [0.391, -0.298, 0.402], [-0.320, -1.794, -0.291], [0.048, -0.122, 0.177], [-0.238, -0.175, 0.177], [-0.806, 0.366, -0.776], [-1.448, -0.519, 0.062], [-0.636, 1.063, -1.152], [1.473, 0.668, -0.326], [0.038, 0.047, -0.034], [0.037, 0.074, 0.127], [-0.288, 0.223, -0.290], [0.220, 0.204, 0.232], [1.106, -1.409, -0.390], [0.483, -0.040, 0.051], [-1.996, -0.457, 2.072], [0.240, 0.105, -0.619], [0.474, 0.350, -0.379], [0.274, 1.461, -1.949], [1.808, -2.399, 0.837], [-0.577, 0.547, -0.089], [-0.125, 0.471, -0.342], [-0.238, 0.384, 0.086], [0.308, -0.004, -0.252], [-0.406, -0.032, -0.259], [0.040, 0.397, 0.161], [0.385, 0.007, -0.172], [-0.108, -0.168, 0.109], [-0.005, 0.223, 0.147], [-0.375, -0.108, 0.175], [-0.053, -0.076, 0.227], [0.055, 0.071, -0.220], [0.334, 0.250, 0.104], [0.087, -0.293, 0.134], [-0.155, 0.447, 0.072], [0.209, 0.110, -0.289], [-0.248, -0.125, -0.040], [-0.218, 0.445, 0.097], [0.146, -0.197, 0.192], [-0.107, -0.183, -0.052], [0.309, -0.017, -0.174], [-0.111, 0.245, -0.169]], "orbital_gap_ev": [3.44, 4.03], "total_energy_ha": -2543.3321, "homo_ev": [-13.4, -13.4], "charge": 2, "s_squared": 0.90, "spin_multiplicity": 2}

=====

[3]
{"formula": "C17H33ClN2O11S", "method": "wB97M-V/def2-TZVPD", "species": ["H", "N", "C", "C", "C", "O", "S", "O", "O", "O", "C", "Cl", "O", "C", "N", "H", "H", "H", "H", "C", "O", "C", "C", "O", "C", "C", "O", "C", "H", "H", "H", "H", "H", "H", "H", "H", "H", "H", "H", "H", "H", "H", "C", "O", "C", "C", "O", "C", "C", "O", "C", "H", "H", "H", "H", "H", "H", "H", "H", "H", "H", "H", "H", "H", "H"], "coordinates": [[-4.9978, 6.4831, 0.9764], [-5.8972, 6.3029, 0.4891], [-5.5700, 5.7102, -0.6416], [-4.0957, 5.3352, -1.1436], [-2.9863, 6.4625, -0.9118], [-2.5850, 7.3270, -2.0169], [-1.2221, 8.1246, -1.3839], [-0.4427, 8.9105, -2.4282], [-1.4560, 9.1427, -0.2996], [-0.4718, 6.7561, -0.7410], [-1.5540, 5.8099, -0.4389], [-1.6906, 5.7440, 1.4131], [-1.1251, 4.6026, -1.1198], [-0.5479, 3.7540, -0.1079], [-0.2592, 2.7361, 0.4934], [-6.4456, 5.4259, -1.3462], [-3.7639, 4.2997, -0.7384], [-4.1691, 5.1841, -2.2933], [-3.1652, 7.2060, -0.0426], [-3.2399, -4.0572, 2.7762], [-2.3581, -3.0776, 3.2896], [-1.1679, -3.6547, 3.8200], [-0.1107, -2.5787, 4.0432], [0.6125, -2.2573, 2.8539], [-0.0916, -1.4532, 1.9050], [-0.1873, 0.0096, 2.3239], [-1.2712, 0.1948, 3.2313], [-1.2280, 1.4637, 3.8568], [-3.5201, -4.7733, 3.5550], [-4.1421, -3.5545, 2.4234], [-2.7790, -4.5786, 1.9311], [-0.7815, -4.4163, 3.1331], [-1.4215, -4.1216, 4.7791], [0.6371, -2.9795, 4.7346], [-0.5283, -1.6825, 4.5061], [-1.0708, -1.8783, 1.6760], [0.5037, -1.5031, 0.9882], [-0.3784, 0.6293, 1.4434], [0.7517, 0.3229, 2.7951], [-0.3261, 1.5538, 4.4710], [-2.0995, 1.5534, 4.5080], [-1.2593, 2.2638, 3.1114], [0.4316, -4.0650, -1.5642], [1.6836, -3.4531, -1.8066], [2.5646, -3.5785, -0.6928], [3.9900, -3.2241, -1.1017], [4.6747, -4.3122, -1.7255], [4.2923, -4.5864, -3.0744], [4.8543, -3.5748, -4.0672], [4.0321, -2.4122, -4.1085], [4.6568, -1.3453, -4.7971], [-0.0531, -3.6230, -0.6880], [-0.2046, -3.9000, -2.4355], [0.5562, -5.1436, -1.4236], [2.5345, -4.6027, -0.3040], [2.2236, -2.8825, 0.0824], [4.5586, -3.0113, -0.1912], [4.0281, -2.3261, -1.7213], [3.2093, -4.6896, -3.1650], [4.7296, -5.5626, -3.3042], [4.8640, -4.0149, -5.0712], [5.8753, -3.2997, -3.7784], [5.5636, -1.0321, -4.2697], [3.9636, -0.5026, -4.8224], [4.8980, -1.6360, -5.8241]], "forces_ev_per_angstrom": [[-0.617, 0.062, 0.102], [1.943, -1.623, -3.011], [-0.839, 0.787, 1.353], [-0.301, 0.207, -1.545], [1.301, -0.366, 1.830], [1.439, 0.208, 1.273], [2.360, 6.739, -0.680], [-2.444, -4.658, 2.118], [-0.808, -4.356, -1.840], [-2.865, 0.692, -0.853], [0.313, 1.337, 0.248], [0.264, -0.466, -1.731], [0.769, -1.093, 4.860], [-0.314, -4.340, -0.455], [-1.223, 5.996, -3.156], [1.658, 0.378, 1.143], [-0.454, 1.939, -0.384], [0.200, 0.241, 1.876], [-0.370, -1.489, -1.262], [0.106, 0.293, 0.104], [0.073, -0.109, -0.174], [-0.335, 0.563, 0.107], [0.197, -0.317, -0.220], [-0.303, 0.029, 0.041], [0.373, 0.191, 0.205], [-0.594, -0.280, -0.109], [0.068, 0.014, 0.211], [-0.119, -0.295, -0.104], [0.001, -0.131, -0.044], [0.117, 0.037, 0.074], [-0.022, -0.160, 0.025], [0.089, -0.015, 0.038], [0.137, -0.158, 0.046], [-0.019, -0.031, -0.125], [-0.227, -0.066, -0.116], [-0.102, 0.160, 0.155], [0.046, 0.040, 0.103], [0.229, -0.079, 0.028], [0.070, -0.029, -0.079], [0.069, 0.147, -0.038], [0.043, -0.098, -0.095], [0.101, 0.097, 0.035], [0.221, 0.188, -0.139], [-0.012, -0.206, -0.023], [-0.046, 0.447, -0.456], [-0.005, -0.368, 0.223], [-0.229, 0.174, -0.195], [0.414, 0.055, 0.104], [-0.625, 0.134, 0.039], [0.156, 0.084, 0.071], [-0.231, -0.173, 0.190], [-0.055, -0.096, 0.097], [0.127, 0.046, 0.040], [-0.085, -0.038, 0.134], [0.073, 0.014, 0.066], [0.080, -0.104, 0.214], [-0.047, -0.118, -0.048], [-0.239, -0.061, -0.073], [-0.002, 0.240, -0.091], [0.060, 0.095, 0.058], [0.171, -0.118, -0.039], [0.036, -0.102, 0.013], [0.114, 0.008, -0.116], [-0.003, -0.146, 0.025], [0.118, 0.046, -0.048]], "orbital_gap_ev": 8.62, "total_energy_ha": -2462.7460, "homo_ev": -9.2, "smiles": "[H]/N=C\\C[C@@H]1OS(=O)(=O)O[C@]1(Cl)OC#N.COCCOCCOC.COCCOCCOC", "charge": 0, "spin_multiplicity": 1}